Molecular formula: C4H5NO2
Method: DFT, ωB97M-V/def2-TZVPD

Last column: Mulliken charge in e.
Element x y z (Å)
C1 -1.2850 -0.8124 0.0257  -0.288
C2 0.1700 -0.3097 0.0920  0.606
C3 0.8200 1.0343 0.2235  -0.624
C4 2.0618 0.7446 -0.1314  -0.153
H1 -3.0619 0.4544 -0.2867  0.297
H2 -1.7452 -1.2138 0.8829  0.232
H3 -1.6126 -1.7091 -0.6347  0.293
H4 0.3358 1.8855 0.0837  0.419
H5 2.9767 1.4010 -0.1298  0.344
N1 1.0676 -1.2616 0.0419  -0.437
O1 -2.0323 0.4922 -0.0992  -0.560
O2 2.3050 -0.7055 -0.0681  -0.130

Cartesian forces (eV/Å) of the 6 atoms listed first:
-1.9 1.7 -0.6
0.3 -1.6 0.7
-0.3 -5.4 -1.9
3.3 -1.6 1.8
3.4 -0.6 0.6
0.6 -0.4 2.1

HOMO in eV: -9.85
E in a.u.: -360.523077
Spin multiplicity: 1
Kohn-Sham gap in eV: 10.52
SMILES string: OCc1ccon1
Largest force on an atom in Eh/bohr: 0.1119